--- one ---
Below is the ion C5H12N3 with charge +1, with properties calculated with wB97M-V/def2-TZVPD.

Positions of all 20 atoms, in Å:
C -2.379 -0.235 0.658
C -4.317 0.218 -0.480
C -0.108 -0.342 -0.198
C 2.288 -0.914 -0.556
C 1.606 1.225 -0.061
N -3.065 0.007 -0.484
N -1.047 -0.364 0.721
N 1.248 -0.223 0.224
H -2.816 -0.607 1.616
H -4.716 0.471 0.500
H -4.678 0.191 -1.504
H -0.507 -0.371 -1.168
H 3.188 -0.503 -0.521
H 2.336 -2.030 -0.369
H 2.068 -0.936 -1.563
H 2.643 1.548 0.390
H 1.643 1.483 -1.053
H 1.012 1.964 0.507
H -0.627 -0.658 1.579
H 1.424 -0.326 1.158

Charge: +1
Orbital gap (alpha / beta), eV: 7.325 / 7.594
Lowest unoccupied orbital energy (alpha / beta), eV: -3.441 / -3.333

Atom charges from the Löwdin analysis, given in e for atoms 1 to 5:
1. C -0.1818
2. C 0.0164
3. C -0.1476
4. C 0.0119
5. C -0.0032

=====

--- two ---
Below is the ion C5H12N3 with charge +1, with properties calculated with wB97M-V/def2-TZVPD.

Positions of all 20 atoms, in Å:
C 0.619 -0.843 0.586
C -2.038 1.049 0.927
C -0.086 0.065 -0.417
C 0.701 1.300 -0.280
C -1.600 0.173 0.013
N 1.919 1.287 -0.597
N -2.418 -0.541 -0.832
N 2.048 -1.270 0.152
H 0.588 -0.389 1.634
H 0.073 -1.712 0.620
H -1.465 1.637 1.599
H -3.069 1.065 1.146
H -0.154 -0.301 -1.383
H 0.069 2.088 0.181
H 2.608 2.108 -0.435
H 2.138 0.204 -0.407
H -2.064 -0.928 -1.685
H -3.290 -0.088 -0.990
H 2.599 -1.316 1.029
H 2.206 -2.208 -0.113

Charge: +1
SMILES: C=C(N)[C@@H](C=[NH2+])CN
Orbital gap, eV: 7.989
Lowest unoccupied orbital energy, eV: -4.179

Atom charges from the Löwdin analysis, given in e for atoms 1 to 5:
1. C -0.1354
2. C 0.0572
3. C -0.2234
4. C -0.0633
5. C -0.3588

=====

Of all the structures shown, which is most stable? two, and one is the least stable.